No. 1
130
Properties=species:S:1:pos:R:3:forces:R:3:mulliken_charge:R:1 method="wB97M-V/def2-TZVPD" smiles="[H]/N=C/Cc1c(C[C@H](C)Br)cc2c(c1P(C)CC)C(=O)C(S)=CC2=O.COC[C@@H](C)N.COC[C@@H](C)N.COC[C@@H](C)N.COC[C@@H](C)N.COC[C@@H](C)N" gap_ha=0.2456 lumo_ev=-1.34 largest_force_ev_per_a=1.20 de_lowest_kcal_mol=4.7 homo_energy_ev=-8.025 energy_ha=-5662.14006
H -2.05929 6.46532 -0.64090 -0.01 -0.04 -0.04 0.174
H 0.73279 5.79384 -0.18846 -0.01 0.01 0.02 0.368
H -1.04006 -1.27239 -5.34992 0.05 0.01 -0.10 0.671
H -0.40572 4.91486 0.80810 0.12 -0.10 0.23 0.262
H -4.16788 -4.73904 -0.81795 -0.02 -0.05 0.11 0.287
H 1.59402 -13.54404 5.57804 0.00 0.05 -0.03 0.285
H -0.16605 -4.63298 -2.12694 0.06 -0.27 0.00 0.151
H -2.61191 -1.72747 -2.92500 0.15 0.06 0.22 0.263
H 2.88354 -12.41143 3.72601 -0.02 -0.10 0.00 0.318
C 1.77244 -2.81073 -1.83707 0.10 0.34 0.49 0.069
H 6.70344 -7.24319 4.05449 -0.03 0.01 -0.05 0.421
O 3.16281 0.42496 0.10358 0.01 0.31 -0.01 -0.562
C -1.88018 -6.18366 0.25948 0.04 -0.07 0.15 -1.636
H 1.18978 2.42559 1.67248 0.16 -0.16 0.10 0.357
N 4.89228 -5.76779 2.59208 -0.17 0.18 0.08 -0.671
C -1.73878 14.66878 -2.11703 -0.01 0.14 -0.01 -1.462
H 4.41156 -11.97974 3.95187 0.07 -0.09 0.02 0.274
H 2.05127 -13.07152 7.21967 -0.01 0.01 -0.01 0.341
H -3.13962 5.75327 -3.61232 -0.02 0.01 0.11 0.286
P 1.34046 2.39409 -0.77416 0.94 0.51 -0.01 -0.364
O -2.68662 -3.27899 -0.83327 -0.02 -0.01 0.10 -0.210
C -2.92103 -0.68524 -3.00625 -0.63 -0.28 -0.42 -1.229
H -4.96561 9.15133 -4.28180 0.04 -0.01 -0.04 0.281
H -2.43099 -0.07485 -2.24941 0.15 -0.04 -0.05 0.159
H 4.04030 -6.31143 2.47630 0.07 -0.10 -0.04 0.343
C 1.20253 -1.46230 -2.19486 0.18 -0.66 -0.09 -0.094
H 0.37011 -10.88992 6.33937 0.02 -0.04 0.02 0.344
N -2.65726 12.72224 -3.25447 -0.19 -0.09 0.12 -0.711
C -0.53553 2.22164 -3.47448 0.60 0.11 -0.33 -0.809
H 4.30406 -12.33922 6.26165 0.02 0.08 0.00 0.407
H 3.83842 -4.15016 4.61456 -0.03 -0.01 -0.02 0.323
H -3.54957 13.93103 -0.16226 0.09 0.04 -0.01 0.443
C 2.43933 -13.35737 6.23967 0.03 -0.06 0.13 -1.429
S 3.45619 -1.89886 1.78337 0.32 0.69 0.30 -0.223
C -1.02685 -5.06135 -0.32233 -0.26 -0.10 -0.21 0.541
H 2.84862 -2.94013 2.38591 -0.20 -0.08 -0.64 0.121
H -3.00604 0.85227 -4.49514 -0.03 0.01 -0.21 0.393
C 0.20460 3.83776 -1.00113 -0.27 -0.04 1.17 0.379
H 5.79863 -7.11973 5.56444 -0.02 0.00 -0.01 0.356
C 0.48752 4.80396 0.19777 0.02 0.03 -0.63 -1.490
C 2.70243 -1.85045 0.17833 -0.23 -0.68 0.51 0.479
O -3.21404 8.12474 -4.34748 0.00 0.10 0.10 -0.409
H 1.47757 2.51517 -4.41771 -0.05 -0.15 0.09 0.447
C 1.50742 -0.29996 -1.48134 -0.19 0.06 0.09 -0.071
C 5.71400 -7.06887 4.47663 0.11 -0.02 0.08 -1.439
H -0.04558 -5.11568 0.16049 0.03 0.08 0.01 0.257
H -1.65766 13.38328 0.85268 0.01 0.04 -0.03 0.324
H 0.39132 4.39612 -1.90643 -0.13 -0.29 -0.34 -0.085
N -2.18771 5.64065 -3.27100 -0.11 0.07 -0.19 -0.496
C -1.49010 12.46868 0.27701 0.00 -0.19 -0.04 -0.708
H 2.95851 -7.11679 6.15709 0.07 0.01 -0.02 0.351
H -2.17686 -5.96357 1.28746 -0.02 0.01 -0.01 0.349
H -2.26420 8.17729 -1.02001 -0.02 0.00 -0.01 0.325
H -1.22931 7.93493 -4.54408 -0.05 -0.03 -0.03 0.382
O -2.64820 12.08742 -0.44239 0.04 0.09 0.06 -0.333
H -0.81852 14.10405 -1.96905 -0.02 -0.05 0.03 0.265
C 5.18424 -5.71083 4.02683 -0.09 -0.25 -0.02 0.425
H -3.77437 14.36667 -2.64625 -0.06 -0.04 0.03 0.435
C 0.55687 3.04134 -4.14405 -0.31 0.23 0.10 -0.655
H -0.63394 12.60511 -0.38784 0.02 0.11 0.04 0.256
H -2.02120 12.05768 -2.82073 0.08 0.04 -0.07 0.295
H -1.26021 2.06376 -4.26886 -0.13 -0.22 0.06 0.217
C -3.43760 13.15554 -0.93134 -0.22 0.00 -0.07 -0.733
H -1.05457 2.80710 -2.72211 0.10 0.07 -0.05 0.242
H 5.07408 -7.88643 4.14397 -0.06 0.03 -0.01 0.210
C 0.90460 0.93824 -1.83035 -0.30 -0.60 0.13 0.961
H -0.79557 -2.92916 -0.26968 -0.04 0.03 -0.05 -0.092
H -4.70341 -3.05915 -0.75459 0.03 0.03 0.00 0.233
H -3.83000 9.57176 -2.98348 0.01 -0.03 0.07 0.105
C -2.95287 13.75646 -2.25929 0.27 -0.05 0.08 0.354
H 2.92982 -7.90026 4.54682 0.04 -0.08 0.13 0.178
H -1.85762 15.35675 -1.27738 0.01 -0.02 0.01 0.356
N 0.39698 4.26770 -4.41618 0.31 -0.12 -0.13 -0.415
C 3.37644 -12.28996 5.68349 -0.22 -0.09 -0.10 0.326
C 0.04992 0.92453 -2.95494 -0.28 0.41 -0.07 0.761
H -1.31725 -7.11672 0.26513 0.01 0.01 -0.06 0.395
H 4.63738 -4.83775 2.27078 0.16 0.04 -0.09 0.188
H -4.00128 -3.80235 0.69514 0.02 -0.04 0.02 0.345
N 3.70083 -12.62089 4.29332 0.05 0.23 0.03 -0.734
H -0.83973 3.53771 -0.91528 -0.08 0.13 -0.31 0.457
C 0.52553 -10.92473 5.25740 -0.02 0.09 -0.22 -0.772
H -1.82066 -3.53456 1.02967 -0.05 -0.07 0.01 0.480
H -0.96012 0.50071 -5.53966 0.09 -0.29 -0.29 0.395
C -2.66102 -0.17446 -4.41864 0.33 -0.31 0.49 0.246
H 1.23499 4.60292 -4.89179 -0.10 0.16 -0.02 0.228
C -1.75358 6.92791 -2.72762 -0.29 -0.04 0.12 0.553
H 2.50562 -10.66172 6.85912 -0.07 -0.09 0.00 0.429
H 5.98697 -4.98242 4.17543 -0.04 0.06 0.01 0.381
C -1.94262 8.07718 -3.72814 0.24 -0.03 -0.12 -0.653
H -1.60847 15.26264 -3.02140 0.00 -0.05 -0.02 0.369
C -1.17769 -0.31841 -4.85237 -0.29 0.79 0.56 -1.667
O 2.75249 -5.83134 4.52501 0.03 0.01 0.16 -0.395
H -3.51958 7.00753 -1.44743 -0.01 0.01 -0.06 0.305
H -3.50069 12.18099 -3.42511 0.01 0.05 -0.13 0.270
H 3.66925 -10.16790 5.63516 -0.03 0.01 -0.06 0.232
H 0.10503 -2.36034 -3.81030 0.15 -0.13 0.08 0.483
H -0.67817 6.85679 -2.53263 0.04 0.03 -0.09 0.247
C 2.49546 -0.45884 -0.37183 0.23 -0.48 -0.06 -0.217
C -2.44272 7.16352 -1.38617 0.10 0.04 0.12 -1.319
H -4.73743 8.03178 -2.93775 0.01 0.08 0.12 0.241
H 1.33833 4.49623 0.80382 -0.06 -0.02 0.14 0.487
H 0.31545 -11.93042 4.88726 -0.03 -0.04 0.11 0.252
H -3.99443 -0.66331 -2.81267 0.02 0.05 0.05 0.603
C -3.94569 -3.75623 -0.39616 -0.01 0.07 -0.18 -0.811
O 1.83195 -10.50615 4.90469 -0.06 -0.01 0.20 -0.336
H -1.70445 -5.08937 -2.22790 -0.04 -0.12 0.02 0.369
H -0.17766 -10.24087 4.78183 0.03 0.03 0.00 0.266
C -1.58044 -3.65620 -0.03512 0.23 0.06 -0.02 -0.318
H 2.97238 -14.30106 6.35231 0.01 0.01 -0.05 0.359
C 2.84256 -10.85722 5.83235 0.24 0.08 -0.04 -0.565
Br -3.77431 -1.20306 -5.66756 0.01 0.20 0.00 -0.152
H -2.78197 -6.35666 -0.32761 0.00 0.06 -0.03 0.311
N -0.83097 -5.30714 -1.75464 -0.06 0.32 0.10 -0.652
H -1.63780 5.42894 -4.09926 0.17 -0.17 0.16 0.201
H 1.45312 -7.22914 5.22694 0.00 0.04 -0.01 0.303
C 2.53030 -7.08361 5.15072 -0.15 -0.04 -0.22 -0.643
H 2.58524 -3.94346 -0.11279 0.04 -0.09 -0.18 0.629
H -4.42965 12.72679 -1.09766 0.03 -0.05 0.00 0.338
H 0.88826 0.76960 1.04237 0.18 0.07 0.18 0.406
C -0.23104 -0.24851 -3.66453 0.19 -0.52 -0.22 0.501
C 2.38591 -2.95390 -0.50016 -0.18 0.40 -0.21 -0.599
H -1.25259 11.66085 0.96904 -0.04 -0.01 -0.01 0.247
H 4.17955 -5.27989 5.92080 0.03 -0.08 0.00 0.440
C -4.22857 8.74918 -3.58609 -0.09 -0.08 -0.15 -0.479
C 0.72890 1.83106 0.89208 -0.78 0.07 -0.67 -1.201
C 0.34400 -1.45446 -3.27324 -0.14 0.85 0.07 -0.556
O 1.69691 -3.75009 -2.59410 -0.03 -0.20 -0.20 -0.642
C 3.98257 -5.21088 4.84284 0.06 0.21 -0.05 -0.738
H -0.35446 1.99468 0.91884 0.06 0.02 0.12 0.414
H -1.71031 9.04581 -3.26435 -0.05 -0.01 0.08 0.260

No. 2
38
Properties=species:S:1:pos:R:3:forces:R:3:nbo_charge:R:1 method="wB97M-V/def2-TZVPD" smiles="NC(N)=O.CO.CO.CO.CO.CO" gap_ha=0.3682 lumo_ev=0.12 largest_force_ev_per_a=2.15 de_lowest_kcal_mol=17.0 homo_energy_ev=-9.894 energy_ha=-803.88497
H -1.06589 2.91536 -1.86449 0.02 -0.10 -0.13 0.484
H 1.51024 0.54399 -1.16801 0.62 -0.06 0.27 0.184
H -2.85164 2.36460 1.21482 0.30 -0.55 0.00 0.182
O 4.09610 -0.46692 -4.17257 0.04 -0.36 -0.08 -0.728
N -1.69575 -2.77070 2.07350 -0.69 0.04 0.39 -0.843
H -1.77682 1.55982 -4.27702 0.10 0.12 -0.02 0.189
H -0.47766 1.27234 3.63062 -0.13 -0.12 0.18 0.164
C 0.04464 0.31840 3.61258 1.13 -1.82 0.17 -0.249
H -2.44113 -2.85726 2.74109 0.03 -0.07 -0.13 0.410
H -0.76975 3.04971 0.72981 0.04 0.11 -0.08 0.493
H 3.10216 -1.77706 -2.94757 0.33 -0.03 0.09 0.178
O -1.17099 2.61586 -0.02964 0.92 -0.14 0.40 -0.761
C -1.47247 1.55255 -3.23235 -0.26 0.69 0.38 -0.247
H 0.68847 -0.98002 -1.25514 0.02 -0.16 -0.03 0.158
H -2.85643 1.64336 -0.45602 -0.39 0.10 0.22 0.188
H -0.25870 -0.34278 2.80205 -0.34 0.56 -0.28 0.182
H 2.14408 -0.47871 -3.52347 -0.08 0.57 0.39 0.165
H -0.17622 -1.36062 4.66821 0.04 0.02 -0.27 0.483
O -0.06859 -0.41932 4.83001 -0.63 0.58 0.69 -0.749
H 1.96624 -0.87121 -0.03899 0.46 0.36 -0.37 0.186
N 0.46556 -2.76200 1.51089 1.40 0.29 -1.11 -0.835
H -0.21294 0.86677 0.12300 -0.13 0.11 0.06 0.491
H -3.06631 3.40769 -0.12433 -0.06 -0.18 -0.42 0.181
O -0.08818 -3.73612 3.43507 -0.90 0.86 -0.28 -0.680
H 3.44102 -0.19244 -2.22707 -0.42 0.10 0.05 0.170
O 0.29987 0.12174 0.46053 -0.12 0.00 -0.12 -0.761
O -1.27112 2.90328 -2.80941 0.10 -0.29 -0.46 -0.746
H -2.29959 1.12314 -2.66192 0.05 -0.34 0.00 0.151
C 3.14135 -0.70335 -3.13968 0.37 -0.37 -0.69 -0.253
H 1.42305 -2.91485 1.78120 -0.05 0.09 -0.23 0.409
H 0.23367 -2.11725 0.77749 0.23 0.15 0.13 0.394
H 4.55334 0.36549 -4.04232 -0.16 0.06 0.15 0.469
C -2.55993 2.48343 0.16913 -0.82 0.57 0.08 -0.257
H -1.84505 -2.33057 1.18556 -0.28 0.12 0.12 0.388
C -0.43277 -3.10389 2.42908 0.21 -1.42 1.26 0.756
C 1.19703 -0.30312 -0.55870 -0.92 -0.10 0.01 -0.268
H -0.57298 0.94200 -3.13343 0.04 -0.06 0.06 0.156
H 1.12411 0.43864 3.48749 -0.07 0.68 -0.40 0.166

No. 3
7
Properties=species:S:1:pos:R:3:forces:R:3:nbo_charge:R:1 method="wB97M-V/def2-TZVPD" gap_ha=0.3815 lumo_ev=0.01 largest_force_ev_per_a=2.16 de_lowest_kcal_mol=53.5 homo_energy_ev=-10.375 energy_ha=-116.55159
C 0.98323 -0.64745 0.28000 -1.27 0.86 0.70 -0.581
H -0.88738 -0.42302 0.91958 -1.08 -0.21 -0.14 0.226
H 1.72585 -0.91815 -0.41228 1.31 0.01 -1.71 0.286
C -0.33142 0.03792 0.12449 -0.15 0.81 0.00 -0.624
H -0.72711 -0.13675 -0.87727 -0.26 -0.07 0.33 0.231
C 1.37015 -1.36618 1.24833 0.70 -0.81 1.23 0.230
H -0.41192 1.12183 0.36112 0.75 -0.58 -0.41 0.232

No. 4
11
Properties=species:S:1:pos:R:3:forces:R:3:nbo_charge:R:1 method="wB97M-V/def2-TZVPD" smiles=C#CC1CC1 gap_ha=0.3859 lumo_ev=1.21 largest_force_ev_per_a=1.64 de_lowest_kcal_mol=48.8 homo_energy_ev=-9.288 energy_ha=-194.00266
H -1.71175 1.38374 0.35737 0.40 -0.03 0.19 0.209
C 2.47781 -0.39104 -0.20503 -0.43 0.16 -0.07 -0.247
H -2.02187 -0.90005 -0.60481 0.14 0.13 0.00 0.222
H -0.71126 -1.50062 0.52095 0.00 -0.03 -0.33 0.229
C 1.32419 -0.09854 -0.39859 0.39 0.18 0.31 -0.010
H -0.27381 1.10592 -1.20312 0.09 -0.61 -1.52 0.252
C -1.11825 -0.67227 -0.05005 -0.17 -0.17 0.10 -0.390
H -0.45815 0.77392 1.55972 -0.25 -0.30 0.32 0.220
H 3.50522 -0.61254 -0.01472 -0.21 -0.02 -0.09 0.236
C -0.06240 0.26635 -0.57221 0.05 0.59 0.60 -0.340
C -0.94972 0.64515 0.61051 0.00 0.11 0.48 -0.381